1.
Density functional theory data (wB97M-V/def2-TZVPD) for C26H35N7OPtS2 as an isolated structure.

Last column: Löwdin charge in e.
Cartesian coordinates (Å):
C1 1.798 -3.903 1.899  0.01
C2 0.074 -3.120 -2.173  -0.04
S1 -2.199 -0.252 0.792  0.80
S2 -2.492 2.472 -0.639  1.06
N1 -4.989 2.209 -1.525  -0.15
C3 3.006 0.523 0.847  -0.03
H1 3.698 -0.597 -1.119  0.08
H2 4.340 -4.104 -0.348  0.14
H3 1.185 -3.667 -3.942  0.13
C4 4.180 -1.533 -0.831  -0.20
H4 -6.521 3.330 -2.363  0.12
C5 -6.399 2.653 -1.520  0.02
N2 2.012 -0.394 0.913  0.00
C6 1.170 -0.616 -2.483  -0.37
H5 -0.379 -4.088 -2.016  0.12
H6 4.206 -2.143 -1.737  0.12
N3 1.426 2.089 0.040  -0.15
C7 -4.115 2.509 2.013  -0.02
H7 -3.304 3.193 1.785  0.08
H8 -4.866 3.049 2.589  0.12
N4 0.132 1.515 2.273  0.02
C8 1.383 3.370 -0.292  -0.07
H9 -7.077 1.810 -1.645  0.11
N5 0.331 -0.844 -1.453  -0.01
H10 -6.242 0.642 0.170  0.10
H11 5.703 -0.817 0.595  0.07
C9 2.816 -4.458 1.117  0.03
H12 6.163 -2.246 -0.301  0.09
C10 5.631 -1.299 -0.381  -0.05
C11 -6.000 1.257 1.032  0.01
C12 2.310 -1.724 0.992  -0.15
H13 6.156 -0.683 -1.109  0.09
H14 4.550 3.096 0.597  0.14
H15 2.905 5.002 -0.331  0.13
H16 4.009 0.253 1.151  0.14
H17 0.478 3.851 -0.636  0.12
N6 1.746 0.614 -2.603  0.16
H18 -4.263 2.877 -3.392  0.12
C13 0.947 -2.879 -3.239  -0.02
C14 1.332 -1.378 4.066  -0.06
C15 1.493 -1.634 -3.395  0.00
H19 -3.756 1.671 2.611  0.09
C16 2.668 3.971 -0.124  0.00
H20 1.945 -2.140 4.547  0.10
C17 -1.777 1.119 0.053  -1.19
H21 0.638 -0.993 4.811  0.09
H22 -5.221 1.387 -3.419  0.12
C18 2.723 1.809 0.464  -0.26
H23 -0.852 -2.244 -0.474  0.07
C19 0.578 -1.976 2.872  -0.21
C20 3.367 -2.294 0.187  -0.12
C21 -0.195 -2.087 -1.321  -0.16
C22 -4.459 1.939 -2.873  -0.01
H24 2.204 0.819 -3.477  0.12
N7 -4.754 2.011 0.789  -0.16
C23 -4.268 2.171 -0.424  -0.50
H25 1.244 -4.533 2.583  0.14
H26 -6.622 3.190 -0.605  0.10
Pt1 0.092 0.549 0.368  1.14
C24 3.578 -3.653 0.274  0.01
H27 3.018 -5.519 1.174  0.13
H28 -6.829 1.921 1.266  0.11
H29 2.163 -1.415 -4.216  0.13
H30 -5.821 0.610 1.889  0.11
H31 -0.079 -2.772 3.224  0.13
H32 1.284 1.396 -2.175  0.07
C25 1.521 -2.560 1.855  -0.15
H33 -3.559 1.334 -2.827  0.08
C26 3.504 3.001 0.351  0.05
H34 -0.064 -1.220 2.418  0.02
H35 1.996 -0.567 3.760  0.07
O1 -0.604 1.135 3.040  0.06

electronic energy = -64897.29556 eV
total charge = +3
molecular weight = 720.8 g mol⁻¹
spin multiplicity = 2
HOMO energy (alpha / beta) = -16.30 / -16.39 eV
relative energy (zero: lowest compared OMol25 entry of this formula, charge and spin) = 0.1048 eV
LUMO (alpha / beta) = -0.3504 / -0.4048 Eh
frontier orbital gap (alpha / beta) = 6.76 / 5.37 eV

---

2.
Density functional theory data (wB97M-V/def2-TZVPD) for C26H35O2Pb as an isolated structure at a distorted geometry.

Last column: Löwdin charge in e.
Cartesian coordinates (Å):
C1 -0.758 1.124 1.886  -0.24
H1 -2.694 -1.919 -5.973  0.11
Pb1 1.205 0.234 -0.668  1.29
H2 4.718 4.269 4.079  0.09
H3 0.014 -0.026 -4.779  0.11
C2 -1.954 0.126 -5.663  -0.16
H4 -1.408 -0.095 -6.583  0.10
C3 3.165 1.642 -0.353  -0.37
H5 0.298 0.566 5.010  0.06
C4 1.206 -2.844 1.673  -0.19
H6 2.845 4.257 0.203  0.10
C5 2.522 -1.094 2.375  -0.16
O1 -2.419 -0.445 -0.352  -0.14
H7 -1.225 -3.001 -0.586  0.09
H8 3.496 5.458 2.269  0.10
C6 -2.818 -1.077 -5.287  -0.17
H9 -4.107 0.676 0.143  0.12
C7 1.994 -2.432 0.572  -0.29
H10 -3.499 -1.576 1.844  0.09
C8 -2.313 -1.457 -3.905  -0.21
O2 -1.396 -0.455 -3.340  -0.19
H11 1.615 2.566 3.762  0.06
H12 -2.774 -3.688 -1.142  0.10
C9 4.494 1.734 1.815  -0.07
H13 5.419 1.888 3.755  0.10
H14 -1.520 -0.448 3.289  0.06
H15 -3.867 -0.795 -5.238  0.10
H16 0.513 2.889 1.320  0.06
H17 2.863 2.348 -1.146  0.00
H18 -1.873 -2.254 1.530  0.08
H19 -5.165 -1.469 -0.015  0.10
H20 -1.945 -2.389 -2.059  0.03
H21 2.016 -2.900 -0.419  0.06
C10 -2.920 -2.250 1.209  -0.02
H22 2.968 -0.312 2.996  0.08
H23 -2.554 1.022 -5.851  0.10
H24 -1.753 -2.404 -4.025  0.12
C11 -3.716 0.084 -0.694  -0.16
C12 0.806 1.979 3.337  -0.18
C13 -2.951 -1.785 -0.230  -0.55
C14 4.848 2.403 2.982  -0.10
H25 -3.170 -1.643 -3.229  0.10
C15 1.543 -2.015 2.780  -0.16
H26 4.871 0.719 1.638  0.10
H27 -3.667 0.660 -1.626  0.11
H28 3.732 -0.994 0.500  0.06
C16 3.371 3.726 1.004  -0.08
H29 -4.661 -1.596 -1.741  0.09
C17 0.242 2.112 2.047  -0.23
C18 -0.839 0.386 3.099  -0.19
C19 -4.358 -1.299 -0.732  -0.07
C20 -0.987 0.333 -4.469  -0.20
C21 -2.182 -2.772 -1.071  -0.02
H30 -3.308 -3.270 1.276  0.09
C22 4.448 3.736 3.157  -0.13
C23 3.689 2.356 0.834  -0.31
C24 2.838 -1.363 1.008  -0.32
H31 0.502 -3.675 1.706  0.07
H32 1.127 -2.104 3.784  0.08
H33 3.844 0.866 -0.754  0.01
H34 -0.895 1.376 -4.122  0.12
C25 3.755 4.394 2.152  -0.12
H35 -1.394 0.999 1.017  0.03
C26 0.121 0.917 4.004  -0.17

electronic energy = -36868.07999 eV
total charge = -1
molecular weight = 586.8 g mol⁻¹
HOMO energy = -3.03 eV
LUMO = 0.0825 Eh
frontier orbital gap = 5.28 eV

---

3.
Density functional theory data (wB97M-V/def2-TZVPD) for C26H36AsCl2EuO2P2 as an isolated structure at a distorted geometry.

Last column: Löwdin charge in e.
Cartesian coordinates (Å):
C1 0.892 1.225 -3.460  -0.31
H1 1.686 1.370 -4.210  0.06
P1 1.683 0.851 -1.835  0.67
C2 1.070 2.519 4.603  -0.09
C3 0.602 1.770 6.855  -0.05
H2 3.553 -0.700 -1.641  0.04
H3 4.497 5.141 1.780  0.12
H4 0.253 1.983 7.863  0.12
H5 -3.514 -1.730 0.274  0.01
C4 2.842 2.264 -1.739  -0.27
C5 3.303 -1.535 3.344  -0.11
C6 1.256 0.163 5.169  -0.12
C7 2.569 -3.065 1.141  -0.06
P2 -1.727 -1.022 1.801  0.69
O1 -3.033 1.472 -1.804  -0.17
H6 -5.607 0.308 -3.256  0.10
Cl1 -0.435 -1.426 -1.282  -0.16
H7 1.420 -1.354 0.496  0.00
H8 3.527 2.112 -0.894  0.03
Eu1 -1.011 1.012 -0.336  1.58
C8 2.089 -1.762 1.259  -0.14
H9 2.450 3.788 2.151  0.09
H10 3.624 -0.944 4.202  0.12
C9 5.775 3.411 1.528  -0.05
H11 1.434 -0.867 4.877  0.09
C10 1.363 1.202 4.233  -0.31
C11 5.850 2.018 1.521  -0.05
H12 2.313 -1.323 -2.749  0.04
C12 0.707 2.806 5.922  -0.05
H13 -5.135 2.033 -3.248  0.11
H14 3.429 -0.009 -3.297  0.06
H15 2.256 3.180 -1.567  0.05
C13 -1.416 -2.784 2.233  -0.25
H16 6.790 1.515 1.293  0.12
C14 2.864 -0.424 -2.448  -0.26
H17 3.401 2.325 -2.693  0.06
O2 0.597 1.372 1.375  -0.73
C15 3.746 -2.861 3.238  -0.04
C16 3.479 1.897 2.010  -0.31
H18 4.754 0.171 1.726  0.10
C17 0.884 0.456 6.486  -0.05
C18 2.461 -0.991 2.365  -0.32
H19 6.662 4.002 1.289  0.12
As1 1.885 0.881 2.409  1.27
H20 0.460 3.830 6.199  0.12
H21 0.289 2.141 -3.398  0.04
H22 3.719 -4.654 2.037  0.12
H23 -2.418 0.663 3.378  0.05
H24 0.235 0.400 -3.761  0.03
C19 -2.053 -0.371 3.478  -0.27
C20 -3.471 -1.193 1.231  -0.31
H25 -2.811 -1.011 3.967  0.06
H26 -4.456 0.905 -4.459  0.12
C21 4.563 4.052 1.789  -0.05
H27 0.777 -0.358 7.203  0.12
H28 -4.042 -1.739 2.000  0.06
H29 -3.923 -0.200 1.089  0.04
H30 2.293 -3.646 0.261  0.12
C22 4.700 1.255 1.760  -0.09
H31 -2.204 -3.147 2.912  0.06
Cl2 -3.353 -1.041 -2.518  0.73
C23 3.380 -3.626 2.127  -0.05
C24 -3.674 0.672 -2.508  -0.79
H32 -0.437 -2.876 2.718  0.04
C25 3.407 3.294 2.012  -0.10
H33 -1.388 -3.391 1.320  0.05
H34 1.081 3.308 3.855  0.09
C26 -4.788 1.012 -3.419  -0.06
H35 4.376 -3.302 4.013  0.12
H36 -1.123 -0.358 4.061  0.02

electronic energy = -155419.26274 eV
total charge = +2
molecular weight = 740.3 g mol⁻¹
spin multiplicity = 7
HOMO energy (alpha / beta) = -14.11 / -14.25 eV
relative energy (zero: lowest compared OMol25 entry of this formula, charge and spin) = 0.0000 eV
LUMO (alpha / beta) = -0.3214 / -0.2165 Eh
frontier orbital gap (alpha / beta) = 5.37 / 8.36 eV

---

4.
Density functional theory data (wB97M-V/def2-TZVPD) for a 6-piece molecular cluster, C26H36BF5N3O20 overall at a distorted geometry.

Last column: Löwdin charge in e.
Cartesian coordinates (Å):
H1 -3.546 2.363 -5.811  0.15
O1 3.500 -4.591 1.052  0.17
O2 3.904 -5.269 -1.283  0.19
H2 3.367 1.500 -1.478  0.15
O3 -8.439 6.643 -2.395  0.19
C1 -10.346 4.924 -0.237  -0.32
H3 -6.716 4.591 -0.146  0.15
C2 4.620 -1.686 1.055  0.04
N1 1.658 -3.716 0.033  0.23
C3 -2.049 1.548 -4.471  -0.33
H4 7.861 -1.905 1.220  0.14
H5 6.251 -1.949 6.683  0.13
H6 -2.711 -0.202 -1.585  0.10
H7 -10.057 5.319 0.740  0.18
C4 -0.811 -1.035 -0.927  -0.18
H8 -3.005 -1.886 1.008  0.09
H9 -0.035 -2.738 -2.132  0.14
O4 7.876 -1.380 5.409  0.18
O5 5.567 -1.866 -2.312  0.12
H10 4.524 -0.640 1.415  0.08
H11 -2.810 -2.287 -2.903  0.08
H12 -0.699 -3.176 -0.534  0.12
O6 5.334 -0.564 5.423  0.08
C5 -2.948 -2.343 -1.799  -0.08
O7 -2.596 3.755 -4.615  0.08
O8 4.004 -2.051 4.391  0.12
H13 9.962 -1.267 2.275  0.18
O9 7.386 -1.805 3.247  0.05
C6 8.055 -1.170 4.255  -0.51
F1 -2.131 0.398 -5.186  0.07
H14 -7.806 3.229 -0.449  0.13
F2 4.071 -3.719 5.907  0.09
C7 2.200 -0.102 -0.526  -0.05
C8 7.785 -1.179 2.029  -0.07
O10 -0.921 2.278 -4.913  0.13
N2 2.297 -1.520 -0.144  0.10
H15 5.382 -1.803 0.242  0.09
C9 5.281 -1.727 6.254  -0.05
H16 3.264 -5.680 -1.892  0.13
H17 4.566 -1.561 7.063  0.15
H18 -4.072 -0.558 0.254  0.07
O11 4.238 0.032 3.551  0.14
H19 -0.529 -0.470 0.001  0.11
H20 4.353 0.564 -0.310  0.11
C10 1.322 -2.486 -0.388  -0.16
O12 -4.865 1.352 -2.122  0.15
H21 -2.581 -3.335 -1.448  0.07
H22 1.446 0.107 -1.307  0.12
C11 3.568 0.464 -1.091  -0.15
H23 -1.940 1.311 -3.409  0.16
O13 -6.044 3.179 -1.526  0.10
C12 -6.046 2.716 0.706  -0.31
H24 2.459 -6.774 1.062  0.13
F3 -6.887 2.330 1.693  0.08
C13 -1.256 3.598 -4.782  -0.54
O14 8.953 -0.273 3.768  0.16
H25 -4.032 2.331 -4.106  0.12
O15 -10.562 6.701 -1.647  0.08
C14 -3.034 -0.938 0.426  -0.06
C15 -3.191 2.468 -4.783  -0.05
C16 4.827 -2.781 5.291  -0.31
H26 -11.942 5.165 -1.686  0.15
O16 -0.474 4.490 -4.803  0.18
B1 3.459 -5.595 -0.006  -0.67
C17 -2.387 -1.114 -1.014  -0.40
O17 -9.233 4.960 -1.114  0.09
C18 -6.763 3.521 -0.338  -0.06
H27 -2.455 -0.109 0.909  0.08
H28 -0.468 -0.391 -1.782  0.10
O18 -5.630 1.567 -0.014  0.13
O19 3.921 -0.388 -2.195  -0.05
H29 7.051 -0.419 1.752  0.14
C19 4.502 -0.782 4.384  -0.55
C20 -5.462 1.978 -1.301  -0.53
C21 5.273 -0.722 -2.201  -0.32
C22 -0.068 -2.413 -1.060  -0.08
N3 2.892 -3.488 0.558  -0.08
C23 3.296 -2.230 0.502  -0.11
C24 -9.327 6.153 -1.782  -0.53
H30 -12.066 6.241 -0.281  0.14
H31 -5.175 3.213 1.139  0.18
H32 2.005 0.498 0.403  0.16
C25 -11.371 5.749 -0.960  -0.05
H33 5.635 -3.265 4.739  0.17
H34 4.924 -2.374 1.882  0.10
H35 6.019 0.108 -2.143  0.17
F4 9.347 0.556 1.713  0.09
H36 -4.058 -2.349 -1.628  0.09
F5 -10.752 3.637 -0.107  0.08
O20 2.979 -6.878 0.239  0.20
C26 9.115 -0.587 2.397  -0.31

electronic energy = -87225.45311 eV
total charge = +1
molecular weight = 816.4 g mol⁻¹
HOMO energy = -12.84 eV
LUMO = -0.0879 Eh
frontier orbital gap = 10.45 eV

---

5.
Density functional theory data (wB97M-V/def2-TZVPD) for C26H36ClN3Sn as an isolated structure at a distorted geometry.

Last column: Löwdin charge in e.
Cartesian coordinates (Å):
H1 1.312 3.006 -1.911  0.06
H2 0.561 -4.414 -1.320  0.08
C1 -1.029 5.730 2.194  -0.59
H3 0.015 -2.480 -2.732  0.05
H4 3.594 2.725 -2.868  0.08
H5 -2.170 4.416 3.465  0.09
H6 -0.651 6.214 4.229  0.09
H7 -1.475 8.485 1.505  0.10
H8 0.483 -5.490 0.922  0.04
H9 -1.695 7.398 3.406  0.07
C2 0.073 -3.676 1.976  -0.14
H10 1.072 5.489 1.821  0.09
H11 -1.974 7.199 -4.463  0.09
H12 5.534 1.119 -3.297  0.06
H13 -0.401 -0.498 3.020  -0.06
C3 0.305 -3.820 -0.441  -0.14
C4 4.092 1.006 -1.693  -0.32
H14 -3.366 5.332 -3.686  0.08
H15 -3.923 6.208 -2.248  0.09
H16 -2.664 8.171 -3.156  0.08
C5 -2.271 4.892 2.480  -0.04
H17 0.152 -4.123 2.973  0.08
Sn1 -0.477 1.648 0.438  0.61
C6 0.197 4.853 2.022  -0.11
H18 0.409 -1.845 3.853  0.06
H19 -3.150 5.555 2.497  0.08
C7 -0.352 -1.682 0.597  -0.44
H20 -3.115 4.622 -2.071  0.09
H21 -0.887 8.071 -3.369  0.09
C8 -0.229 -2.330 1.890  -0.27
H22 -0.811 5.004 -3.983  0.09
C9 -0.814 6.754 3.287  -0.07
C10 -1.305 5.717 -0.237  0.00
H23 -0.658 -1.009 -1.952  0.05
C11 0.117 -1.780 -1.895  -0.10
H24 1.096 -1.287 -1.984  0.06
H25 0.290 5.905 -2.920  0.09
C12 2.350 0.278 -0.132  -0.13
C13 -1.794 6.277 -2.565  -0.61
C14 3.614 0.109 -0.735  -0.07
C15 5.467 0.803 -2.255  -0.09
H26 -1.350 -1.864 3.689  0.06
H27 -1.893 8.789 -1.169  0.09
H28 -0.596 4.491 -2.285  0.06
N1 -0.736 -0.450 0.486  -0.22
C16 -1.698 7.899 -0.610  -0.08
C17 -1.489 7.752 0.718  -0.07
C18 -0.658 5.354 -2.959  -0.05
H29 5.743 -0.246 -2.198  0.06
C19 0.017 -2.476 -0.579  -0.26
Cl1 0.350 1.654 2.713  -0.08
N2 -1.239 6.407 0.916  -0.06
H30 -2.414 4.111 1.720  0.05
H31 6.234 1.353 -1.707  0.06
H32 2.059 -0.406 0.675  0.10
C20 0.284 -4.429 0.820  -0.21
H33 0.074 7.365 3.079  0.09
H34 0.076 4.155 1.176  -0.03
C21 3.244 2.040 -2.104  -0.09
C22 -1.828 7.514 -3.425  -0.07
H35 4.234 -0.738 -0.448  0.10
C23 -0.416 -1.588 3.167  -0.13
C24 1.954 2.191 -1.562  -0.16
C25 -3.131 5.558 -2.641  -0.04
N3 -1.564 6.645 -1.173  -0.07
C26 1.540 1.325 -0.564  -0.37
H36 0.367 4.256 2.925  0.02

electronic energy = -50369.03645 eV
total charge = -2
molecular weight = 544.8 g mol⁻¹
HOMO energy = 1.12 eV
relative energy (zero: lowest compared OMol25 entry of this formula, charge and spin) = 0.0994 eV
LUMO = 0.1436 Eh
frontier orbital gap = 2.79 eV

---

6.
Density functional theory data (wB97M-V/def2-TZVPD) for C26H36ClN3W as an isolated structure at a distorted geometry.

Last column: Löwdin charge in e.
Cartesian coordinates (Å):
H1 -5.140 -0.494 4.518  0.10
H2 1.387 -1.196 0.052  0.01
H3 -1.763 -0.033 -1.070  -0.10
H4 -2.377 -0.820 -4.593  0.05
H5 -2.476 1.901 3.358  0.07
H6 1.417 1.726 -1.182  0.06
H7 -0.506 2.465 -3.836  0.06
C1 1.754 -3.322 -1.304  -0.07
H8 3.794 -2.927 -3.149  0.05
C2 -3.900 -2.233 4.692  -0.12
C3 -1.323 1.766 -4.103  -0.17
Cl1 -1.332 -1.840 -0.264  0.04
H9 -4.236 1.737 3.734  0.07
C4 -0.441 -2.776 3.287  -0.10
C5 1.726 3.494 2.307  -0.09
H10 -2.567 -3.887 4.529  0.09
H11 0.762 -3.099 -0.888  0.01
C6 0.836 2.419 2.146  -0.16
H12 -1.218 1.483 -5.175  0.03
N1 -1.192 -0.206 2.542  -0.24
H13 3.149 -1.557 0.305  0.08
C7 0.706 -0.423 -2.220  -0.09
H14 0.448 -2.088 3.326  0.07
H15 -0.209 -3.739 3.879  0.08
C8 2.480 3.942 1.223  -0.33
C9 -3.123 -0.137 3.842  -0.25
H16 2.694 -0.106 -0.621  0.07
C10 0.699 1.811 0.876  -0.33
H17 2.362 -3.820 -0.544  0.08
H18 4.445 -2.680 -1.499  0.06
H19 4.448 4.724 1.595  0.07
C11 -1.556 0.932 -1.669  -0.17
N2 -0.118 -0.191 -3.264  -0.05
H20 0.263 2.023 3.001  0.06
H21 1.844 3.977 3.292  0.09
H22 -4.700 -2.838 5.118  0.08
H23 -3.601 1.134 2.152  0.07
C12 3.816 -2.239 -2.279  -0.13
N3 1.596 -1.307 -2.667  -0.07
H24 3.392 5.811 0.663  0.06
C13 1.496 2.258 -0.217  -0.15
H25 -0.634 -3.096 2.200  0.06
H26 -2.429 1.618 -1.647  0.09
H27 1.629 -4.001 -2.164  0.07
C14 -2.684 -2.824 4.382  -0.09
C15 -2.504 -0.416 -3.570  -0.11
H28 3.119 5.572 2.413  0.06
C16 -4.137 -0.894 4.382  -0.08
C17 -3.363 1.231 3.252  -0.10
H29 3.020 3.703 -0.862  0.09
H30 4.277 -1.281 -2.587  0.07
W1 -0.727 0.187 0.910  1.03
C18 -1.364 0.532 -3.161  -0.57
C19 1.479 -1.514 -4.014  -0.15
C20 3.420 5.086 1.480  -0.10
H31 2.179 -2.175 -4.620  0.08
C21 2.387 3.339 -0.036  -0.08
H32 -3.424 0.183 -3.569  0.07
H33 -0.070 -0.698 -5.417  0.04
H34 -0.708 1.507 -1.270  0.02
C22 2.421 -1.152 -0.414  -0.09
C23 0.388 -0.791 -4.454  -0.13
H35 -2.602 -1.232 -2.851  0.06
H36 -2.265 2.302 -3.957  0.05
C24 -1.907 -0.751 3.536  -0.33
C25 -1.652 -2.088 3.844  -0.26
C26 2.411 -1.995 -1.694  -0.58

electronic energy = -46360.08587 eV
total charge = -2
molecular weight = 609.9 g mol⁻¹
spin multiplicity = 3
HOMO energy (alpha / beta) = 2.86 / -0.21 eV
LUMO (alpha / beta) = 0.1706 / 0.1681 Eh
frontier orbital gap (alpha / beta) = 1.78 / 4.78 eV